Model P:
Entry from OMol25: a cluster of 8 separate species, C66H141N7O8 in total (wB97M-V/def2-TZVPD).

```
! RIJCOSX wB97M-V def2-TZVPD def2/J DEFGRID3
* xyz 0 1
C -0.25996 4.38414 5.71010
C -0.25809 4.87105 4.25691
C 1.01986 4.40562 3.56234
O -1.40267 4.50446 3.51981
H 0.67142 4.82442 6.09622
H -0.00280 3.33018 5.83784
H -1.08635 4.73340 6.32006
H -0.21963 5.96290 4.25166
H 1.01095 4.61987 2.49008
H 1.18236 3.32962 3.66330
H 1.93168 4.89041 3.91881
H -1.31206 3.66511 3.05923
C -3.49745 -1.71884 -1.80062
C -3.70079 -0.42719 -2.62046
C -2.67566 -0.37198 -3.74999
C -2.94661 -1.43237 -4.83521
C -4.33666 -1.19377 -5.39732
C -5.50267 -1.02865 -4.39744
N -5.04653 -0.33834 -3.20834
O -6.02938 -0.08587 -2.23359
C -6.64396 -0.25878 -5.07492
C -5.95516 -2.47703 -4.10439
C -3.47444 0.79276 -1.74640
H -3.59196 -2.63512 -2.37200
H -4.19229 -1.76470 -0.95275
H -2.57106 -1.67378 -1.21614
H -2.59683 0.62471 -4.18268
H -1.71249 -0.68181 -3.33097
H -2.83007 -2.44476 -4.44715
H -2.20729 -1.32189 -5.62998
H -4.51591 -2.04998 -6.05545
H -4.33903 -0.36813 -6.11898
H -7.42855 0.01901 -4.37064
H -6.17587 0.62976 -5.50670
H -7.14893 -0.76444 -5.89826
H -5.26261 -3.08388 -3.52740
H -6.93245 -2.45971 -3.60299
H -6.22866 -3.06292 -4.98756
H -4.13680 0.89667 -0.88472
H -3.70445 1.72290 -2.27484
H -2.42683 0.82518 -1.44038
H -6.42751 0.74820 -2.50966
C 3.71502 -4.69769 5.26149
C 3.76357 -5.37356 3.87436
C 5.18046 -5.91857 3.72194
C 5.29558 -7.00438 2.63376
C 4.20432 -8.06170 2.89017
C 2.78876 -7.49992 2.87041
N 2.74518 -6.43642 3.87852
O 1.46273 -5.82188 3.93887
C 2.35322 -7.07092 1.47028
C 1.92949 -8.68158 3.36174
C 3.54561 -4.29237 2.79698
H 4.55265 -4.06344 5.55308
H 3.59409 -5.48795 6.00908
H 2.84298 -4.05631 5.42778
H 5.85536 -5.13819 3.36560
H 5.52445 -6.35588 4.66066
H 6.29110 -7.44982 2.63444
H 5.16461 -6.61304 1.62020
H 4.49331 -8.52627 3.83206
H 4.30957 -8.75015 2.04636
H 3.15721 -6.61199 0.89345
H 1.95402 -7.89069 0.87012
H 1.53330 -6.34953 1.49292
H 2.33950 -9.32429 4.14069
H 0.95971 -8.40082 3.79405
H 1.60139 -9.30483 2.52632
H 4.15339 -3.42550 3.04879
H 2.49650 -4.00368 2.72523
H 3.79254 -4.69051 1.81164
H 1.16364 -6.08714 4.81510
C 0.95928 -1.20580 3.04885
C 0.10763 -0.99333 1.77011
C -1.05400 -0.02949 2.07718
C -0.65583 1.45991 2.05725
C 0.09152 1.81264 0.77556
C 1.30695 0.89266 0.55504
N 0.87609 -0.50770 0.61858
O 1.87715 -1.37800 0.18268
C 1.74691 1.18953 -0.90385
C 2.45345 1.29309 1.47466
C -0.51431 -2.33913 1.36681
H 0.88653 -0.30533 3.66234
H 1.99348 -1.31602 2.72513
H 0.56971 -2.05676 3.60358
H -1.90965 -0.22779 1.42784
H -1.39047 -0.23269 3.09651
H -0.00688 1.61189 2.92315
H -1.57646 2.02999 2.19526
H 0.32327 2.85980 0.57108
H -0.62919 1.62304 -0.03161
H 0.97808 1.02484 -1.66145
H 2.07306 2.22517 -0.99181
H 2.56289 0.49864 -1.12586
H 2.14476 1.18814 2.51413
H 3.31460 0.63663 1.30982
H 2.85208 2.28129 1.24450
H -1.35025 -2.66694 1.98479
H 0.26448 -3.10504 1.44434
H -0.82731 -2.37516 0.32057
H 1.55948 -1.76463 -0.64085
C 2.82817 1.21655 -5.03080
C 2.79318 2.72582 -5.05034
C 3.56839 3.27480 -3.82985
C 4.20070 4.67449 -3.92468
C 4.92039 4.77756 -5.27149
C 4.08022 4.44450 -6.49512
N 3.45717 3.14128 -6.30636
O 2.79553 2.71836 -7.47838
C 3.06192 5.57953 -6.73286
C 5.05553 4.33305 -7.67751
C 1.33343 3.21002 -5.01898
H 2.39490 0.84650 -4.09843
H 3.80342 0.74783 -5.18417
H 2.25815 0.78534 -5.86081
H 2.87236 3.33959 -2.99013
H 4.34007 2.54388 -3.57809
H 4.95957 4.76124 -3.14902
H 3.39982 5.40708 -3.81131
H 5.76380 4.08713 -5.13470
H 5.44388 5.73291 -5.36843
H 2.42115 5.69946 -5.85858
H 3.52650 6.53267 -6.97874
H 2.39322 5.27024 -7.53946
H 5.53645 3.35430 -7.59303
H 4.51519 4.31948 -8.62414
H 5.86185 5.06419 -7.69327
H 1.15788 4.25981 -4.79568
H 0.84555 2.64770 -4.21049
H 0.77396 2.89017 -5.89873
H 3.21025 1.87118 -7.67692
C -6.45729 2.14359 5.08500
C -6.50887 0.62516 5.40705
C -7.83662 0.01731 4.90940
C -7.79113 -0.28818 3.41165
C -6.69603 -1.27925 3.15472
C -5.33353 -0.69987 3.53495
N -5.34441 -0.12492 4.90275
O -4.12336 0.41920 5.28662
C -4.28306 -1.78591 3.47703
C -4.97432 0.39716 2.50271
C -6.46269 0.54461 6.93593
H -6.89052 2.30412 4.09198
H -5.41304 2.44322 5.08208
H -7.17301 2.64194 5.73451
H -8.27048 -0.77210 5.52805
H -8.61084 0.77671 5.08308
H -7.62621 0.63227 2.85418
H -8.73753 -0.72712 3.08430
H -6.72891 -1.62201 2.11698
H -6.81431 -2.20785 3.72690
H -4.31125 -2.26731 2.49792
H -3.30746 -1.34702 3.68594
H -4.50601 -2.56673 4.20877
H -3.97289 0.80094 2.67378
H -5.08170 0.06380 1.46939
H -5.61971 1.26247 2.65492
H -5.54645 1.05628 7.24676
H -6.56319 -0.40444 7.46280
H -7.23175 1.17675 7.39451
H -3.66723 -0.27631 5.77295
C 8.77287 -3.87510 0.38832
C 8.67608 -2.92685 -0.81409
C 8.63218 -3.76398 -2.10211
C 7.32698 -4.51231 -2.27483
C 6.24181 -3.43204 -2.31193
C 6.16958 -2.45965 -1.13447
N 7.52831 -1.99210 -0.78069
O 7.56093 -1.24396 0.41160
C 5.33567 -1.21288 -1.51771
C 5.45862 -3.13536 0.04567
C 9.92503 -2.04268 -0.80659
H 8.72791 -3.33500 1.33411
H 9.66904 -4.49203 0.35122
H 7.90225 -4.53363 0.36616
H 8.76436 -3.12950 -2.98603
H 9.50455 -4.42003 -2.19164
H 7.08748 -5.22534 -1.48232
H 7.19464 -5.07472 -3.20051
H 5.28679 -3.97031 -2.34459
H 6.27594 -2.87279 -3.25118
H 5.90698 -0.67759 -2.27877
H 4.38652 -1.53252 -1.94422
H 5.22402 -0.61217 -0.61698
H 5.52632 -2.56144 0.96969
H 4.40279 -3.30294 -0.17248
H 5.91975 -4.10351 0.25763
H 9.81911 -1.22754 -1.53620
H 10.81759 -2.56711 -1.14532
H 9.96700 -1.46488 0.11424
H 7.45700 -0.32787 0.13136
C -6.82000 3.67276 -1.10743
C -5.65111 4.42331 -0.43130
C -5.37326 3.59874 0.83435
C -4.07065 3.96866 1.55420
C -2.93369 3.96427 0.54251
C -3.16024 4.73887 -0.75658
N -4.47511 4.43437 -1.27905
O -4.73354 5.05996 -2.53192
C -2.94934 6.26057 -0.43086
C -2.11846 4.37593 -1.78838
C -6.09400 5.83246 0.05170
H -7.71390 3.71433 -0.48539
H -6.58005 2.64394 -1.36437
H -7.10484 4.26494 -1.98456
H -6.23616 3.49974 1.49289
H -5.16880 2.56063 0.53151
H -3.83807 3.20665 2.29816
H -4.19345 4.95540 2.00330
H -2.71431 2.90361 0.36867
H -2.00509 4.41929 0.89663
H -3.21901 6.88901 -1.28082
H -3.44974 6.62580 0.46416
H -1.88017 6.41550 -0.26218
H -2.23348 3.32199 -2.06162
H -2.33001 4.93627 -2.69804
H -1.07762 4.45900 -1.47686
H -7.15026 5.76714 0.32925
H -6.02674 6.60108 -0.71690
H -5.55504 6.11922 0.94895
H -5.12686 4.33029 -3.02326
*
```

Kohn-Sham gap ... 0.308 Ha
SMILES string ... CC1(C)CCCC(C)(C)N1O.CC1(C)CCCC(C)(C)N1O.CC1(C)CCCC(C)(C)N1O.CC1(C)CCCC(C)(C)N1O.CC1(C)CCCC(C)(C)N1O.CC1(C)CCCC(C)(C)N1O.CC1(C)CCCC(C)(C)N1O.CC(C)O
HOMO level ... -8.05 eV

Atomic partial charges in e from the Löwdin method, atoms 1 to 2:
1 C -0.052
2 C -0.481

---

Model Q:
Entry from OMol25: a cluster of 8 separate species, C66H141N7O8 in total (wB97M-V/def2-TZVPD).

```
! RIJCOSX wB97M-V def2-TZVPD def2/J DEFGRID3
* xyz 0 1
C 1.27040 -1.14137 7.59910
C 0.52457 0.18369 7.23280
C 0.63237 0.42555 5.71596
C -0.39780 -0.47058 5.04261
C -1.81864 -0.05331 5.41081
C -2.04410 -0.25300 7.00195
N -0.91181 0.34933 7.78729
O -0.88178 0.27863 9.20884
C -3.41624 0.44611 7.30929
C -2.04254 -1.71849 7.33097
C 1.31303 1.42690 7.81755
H 1.06843 -1.37856 8.64363
H 2.35654 -1.06543 7.54788
H 0.99971 -2.07070 7.09792
H 0.37307 1.43301 5.39054
H 1.66092 0.23517 5.40949
H -0.19447 -1.53875 5.11854
H -0.28037 -0.19649 3.99419
H -2.47372 -0.71270 4.84145
H -1.98931 0.97495 5.09198
H -4.09890 0.28287 6.47538
H -3.85601 -0.04528 8.17719
H -3.37301 1.50050 7.58223
H -2.90084 -2.13725 6.80555
H -1.16365 -2.30683 7.06733
H -2.26907 -1.85770 8.38804
H 0.91787 2.35390 7.40208
H 2.37993 1.31505 7.62438
H 1.18714 1.50168 8.89767
H -0.75957 -0.67029 9.28763
C -4.84159 -2.30130 -4.00961
C -3.78874 -1.68126 -3.04879
C -4.36560 -0.25829 -2.73397
C -5.54188 -0.26392 -1.77604
C -5.07421 -0.92816 -0.48488
C -4.55161 -2.42729 -0.66478
N -3.58156 -2.51249 -1.80016
O -3.04015 -3.77160 -2.11391
C -3.93194 -2.80595 0.61138
C -5.70534 -3.43510 -0.93062
C -2.42761 -1.46847 -3.69642
H -5.84420 -2.27469 -3.58279
H -4.57201 -3.34891 -4.14354
H -4.98925 -1.88169 -5.00471
H -3.62713 0.49331 -2.45494
H -4.72470 0.06963 -3.70948
H -6.47921 -0.68400 -2.14083
H -5.78522 0.77742 -1.56510
H -6.04619 -1.09376 -0.02020
H -4.47117 -0.31171 0.18177
H -3.45465 -3.78571 0.59232
H -3.15924 -2.08136 0.86831
H -4.60250 -2.73569 1.46784
H -6.33898 -3.32381 -0.05072
H -6.30898 -3.37364 -1.83612
H -5.46202 -4.49505 -0.85705
H -1.67418 -0.95827 -3.09630
H -2.46945 -0.92783 -4.64196
H -2.06295 -2.43219 -4.05191
H -2.16576 -3.64582 -1.73809
C 3.72258 -0.85705 -1.01977
C 4.05713 -2.28800 -1.29557
C 3.90543 -2.63814 -2.77765
C 5.07184 -2.19974 -3.67903
C 6.41954 -2.79241 -3.17177
C 6.64151 -2.31625 -1.78590
N 5.46179 -2.58394 -0.94358
O 5.72348 -2.57819 0.38346
C 7.85256 -3.21790 -1.30148
C 6.96484 -0.80008 -1.73498
C 3.02167 -3.28473 -0.55336
H 3.86974 -0.46830 -0.01214
H 2.69400 -0.60877 -1.28147
H 4.25355 -0.12879 -1.63279
H 3.84987 -3.70187 -3.00892
H 3.00900 -2.06658 -3.01816
H 5.13845 -1.11178 -3.67886
H 4.90354 -2.50048 -4.71312
H 7.16062 -2.42526 -3.88178
H 6.33316 -3.87608 -3.25123
H 8.20237 -3.05380 -0.28227
H 7.58462 -4.27445 -1.30062
H 8.72205 -3.02364 -1.92946
H 6.49006 -0.20129 -2.51224
H 6.70109 -0.34759 -0.77906
H 8.04502 -0.65928 -1.77365
H 2.01504 -3.31186 -0.97055
H 2.91591 -2.93955 0.47512
H 3.31927 -4.33284 -0.52199
H 5.90914 -3.49250 0.60966
C 0.97118 -8.74360 0.12009
C 1.60414 -7.36595 -0.02216
C 0.87360 -6.57794 -1.16290
C -0.49348 -5.94703 -0.80203
C -0.44132 -5.16284 0.54291
C 0.36053 -5.93200 1.67269
N 1.59705 -6.57759 1.16131
O 2.43464 -7.02107 2.18335
C 0.90873 -4.81249 2.60293
C -0.68379 -6.82121 2.37356
C 3.03037 -7.62423 -0.48750
H 1.28241 -9.23443 1.04222
H 1.21897 -9.48230 -0.64216
H -0.11505 -8.65436 0.13547
H 1.59113 -5.85661 -1.55399
H 0.53374 -7.28048 -1.92384
H -1.28934 -6.68853 -0.73218
H -0.83710 -5.27325 -1.58693
H -1.45620 -4.85134 0.79008
H 0.16271 -4.32263 0.20042
H 1.57356 -5.23510 3.35625
H 1.62303 -4.31059 1.95027
H 0.14225 -4.13656 2.98204
H -1.43972 -6.32846 2.98500
H -1.19919 -7.47626 1.67115
H -0.19454 -7.51891 3.05322
H 3.57732 -6.68675 -0.58789
H 3.01676 -8.05317 -1.48946
H 3.53889 -8.22908 0.26328
H 3.17247 -6.42706 2.02727
C 0.71326 3.02702 -3.45440
C 1.82617 2.14229 -4.07690
C 1.26884 0.74228 -4.07636
C 1.87546 -0.28170 -5.13812
C 1.64812 0.37782 -6.49293
C 2.34364 1.69615 -6.69073
N 1.99314 2.51904 -5.50804
O 2.21805 3.82866 -5.70056
C 3.90945 1.59762 -6.76578
C 1.75114 2.29570 -8.03152
C 3.14522 2.22209 -3.31913
H 0.43639 2.61762 -2.48289
H -0.18455 3.16503 -4.05688
H 1.06143 4.03957 -3.25036
H 1.57015 0.26425 -3.14427
H 0.18097 0.71886 -4.14054
H 1.32295 -1.22124 -5.14916
H 2.91102 -0.53841 -4.91497
H 0.60439 0.53323 -6.76604
H 2.02492 -0.34487 -7.21670
H 4.37448 0.96814 -7.52447
H 4.30428 2.60729 -6.87893
H 4.33631 1.16798 -5.85952
H 2.14526 3.27670 -8.29686
H 1.88174 1.55603 -8.82141
H 0.67244 2.44982 -8.00402
H 2.99291 2.05774 -2.25241
H 3.75407 3.10263 -3.52419
H 3.84450 1.46009 -3.66328
H 1.35166 4.16723 -5.93791
C 2.94539 4.29505 -0.49396
C 2.56528 3.82720 0.84824
C 3.55394 4.52245 1.80714
C 3.22881 4.36335 3.28019
C 1.83362 5.07072 3.43366
C 0.74886 4.63041 2.55404
N 1.20393 4.36220 1.17048
O 0.21085 3.85742 0.36032
C 0.18212 3.32739 3.24320
C -0.33998 5.70690 2.61200
C 2.64485 2.23480 0.95193
H 2.87431 5.37692 -0.60620
H 2.37526 3.83811 -1.30283
H 3.97582 3.99046 -0.67709
H 4.58227 4.33638 1.49728
H 3.48334 5.58682 1.58305
H 3.95606 4.78420 3.97452
H 3.20443 3.30931 3.55681
H 1.95973 6.15216 3.38176
H 1.61352 4.92900 4.49175
H 1.02068 2.79133 3.68768
H -0.47112 3.50919 4.09662
H -0.38465 2.65571 2.59844
H 0.00485 6.64029 2.16704
H -1.21868 5.40843 2.04026
H -0.77848 5.79198 3.60627
H 2.52027 1.72533 -0.00359
H 1.79624 1.94671 1.57239
H 3.57806 1.86287 1.37489
H -0.01942 4.60251 -0.19952
C -5.77585 3.67284 1.21351
C -4.89495 4.61376 0.45949
C -3.74969 3.81489 -0.20244
C -2.81988 4.57338 -1.15512
C -3.72507 5.23592 -2.15760
C -4.97939 6.03074 -1.68847
N -5.65593 5.37223 -0.54738
O -6.74013 5.98827 -0.00563
C -4.53101 7.45657 -1.29581
C -6.10703 6.09934 -2.77484
C -4.15155 5.54579 1.45951
H -6.45101 4.14419 1.92772
H -5.12511 2.96146 1.72199
H -6.35063 3.15946 0.44269
H -3.13741 3.31269 0.54657
H -4.19295 3.02152 -0.80426
H -2.17679 3.83824 -1.63896
H -2.27377 5.36459 -0.64145
H -4.11900 4.54964 -2.90722
H -3.07944 5.93842 -2.68463
H -5.25830 7.94590 -0.64796
H -3.66679 7.45284 -0.63158
H -4.28015 8.13472 -2.11147
H -6.94366 6.67352 -2.37675
H -5.78967 6.61478 -3.68132
H -6.47100 5.13989 -3.14237
H -3.25840 5.99404 1.02426
H -3.69104 4.94063 2.24040
H -4.80544 6.35364 1.78803
H -7.39721 5.37938 -0.35074
C -1.60996 0.19485 0.26365
C -0.48846 -0.71404 -0.22180
C 0.66066 -0.93152 0.78620
O -0.97717 -2.01589 -0.50736
H -2.48413 0.17735 -0.38719
H -1.31406 1.24093 0.34285
H -1.97588 -0.13805 1.23493
H -0.18852 -0.25878 -1.16566
H 0.38749 -1.62905 1.57799
H 1.10151 -0.02754 1.20640
H 1.46621 -1.44876 0.26501
H -1.85414 -1.93306 -0.88901
*
```

Kohn-Sham gap ... 0.303 Ha
SMILES string ... CC1(C)CCCC(C)(C)N1O.CC1(C)CCCC(C)(C)N1O.CC1(C)CCCC(C)(C)N1O.CC1(C)CCCC(C)(C)N1O.CC1(C)CCCC(C)(C)N1O.CC1(C)CCCC(C)(C)N1O.CC1(C)CCCC(C)(C)N1O.CC(C)O
HOMO level ... -7.85 eV

Atomic partial charges in e from the Löwdin method, atoms 1 to 2:
1 C -0.032
2 C -0.436

---

model P takes first place; second place is 79.9 kcal/mol up.

---

Model P:
Entry from OMol25: a cluster of 2 separate species, C5H11N2 in total (wB97M-V/def2-TZVPD).

```
! RIJCOSX wB97M-V def2-TZVPD def2/J DEFGRID3
* xyz 0 2
N 0.69698 -0.58119 2.81061
C 0.66046 -0.53627 1.48636
N 1.66845 -0.55302 0.64141
H 1.46901 -0.74001 3.48243
H -0.20267 -0.46671 3.29704
H -0.34976 -0.46856 1.04239
H 1.54985 -0.27928 -0.36546
H 2.57657 -0.82064 0.96409
C -1.80205 1.76297 -0.44932
C -1.41644 0.53648 -0.94273
C -0.15977 0.26351 -1.64463
C 0.08516 -0.82977 -2.39965
H -1.09137 2.61061 -0.33743
H -2.74638 1.92465 -0.02248
H -1.98364 -0.28030 -0.64113
H 0.59887 1.07758 -1.59929
H 1.05583 -0.96258 -2.94931
H -0.60909 -1.65746 -2.37289
*
```

⟨S²⟩ ... 0.766
Kohn-Sham gap (spin up / spin down) ... 0.113 / 0.245 Ha
HOMO level (spin up / spin down) ... -3.08 / -6.84 eV

Atomic partial charges in e from the natural (NBO) method, atoms 1 to 2:
1 N -0.766
2 C 0.326

---

Model Q:
Entry from OMol25: a structure of composition C5H11N2 (wB97M-V/def2-TZVPD).

```
! RIJCOSX wB97M-V def2-TZVPD def2/J DEFGRID3
* xyz 0 2
C 1.12773 -1.30673 0.12046
C -0.03820 -0.84825 0.93981
C -0.29744 0.59573 0.64361
C 0.18736 1.58290 1.39501
C -2.10025 0.73341 -1.06349
N -0.81267 0.71191 -0.62434
N 1.11515 -0.36893 -1.10492
H 0.99728 -2.30102 -0.32389
H 2.13597 -1.33473 0.48696
H -0.96123 -1.40567 0.83138
H 0.25068 -1.02915 1.99017
H 0.53891 1.35493 2.38692
H 0.41506 2.58257 1.02924
H -2.55419 1.54273 -1.63972
H -2.77533 -0.09357 -0.94202
H 1.07363 -0.82490 -2.00248
H 1.68931 0.39826 -1.07976
H 0.00822 0.01049 -1.04293
*
```

⟨S²⟩ ... 0.754
Kohn-Sham gap (spin up / spin down) ... 0.253 / 0.299 Ha
HOMO level (spin up / spin down) ... -6.15 / -7.42 eV

Atomic partial charges in e from the natural (NBO) method, atoms 1 to 2:
1 C -0.203
2 C -0.496

---

model P takes first place; second place is 9.7 kcal/mol up.